Entry 1:
Density functional theory data (ωB97M-V with the def2-TZVPD basis set) for a cluster of 7 separate species, C39H64O16 in total in a non-equilibrium geometry.

Computed properties:
LUMO level	0.15	eV
max |F|	0.171	hartree/bohr
SMILES string	CCCCCC[C@@H](CCCCCOC(C)=O)OC=O.O=C1CCCO1.O=C1CCCO1.O=C1CCCO1.O=C1CCCO1.O=C1CCCO1.O=C1CCCO1
highest occupied orbital energy	-9.79	eV

Element x y z (Å)
C: -1.7835 -7.0890 -2.0976
C: -2.9613 -6.3655 -2.9791
C: -3.1227 -4.7524 -2.7374
C: -1.8915 -4.0423 -1.9205
C: -1.9531 -2.4196 -2.3227
C: -0.4643 -1.8218 -1.9443
C: -0.4105 -0.1868 -1.7955
C: 0.0850 0.4650 -3.2217
C: 0.4648 2.0534 -2.9202
C: 0.4377 2.9861 -4.2920
C: 1.3103 4.3702 -4.1236
C: 1.4193 5.1752 -5.5804
O: 0.3092 6.1287 -5.7878
C: 0.8083 7.4921 -6.0499
C: 0.7021 8.2692 -7.5118
O: 1.3519 8.1426 -4.9887
O: -1.7060 0.4254 -1.4536
C: -1.7717 0.8283 -0.0402
O: -1.3266 0.0862 0.9923
H: -1.6283 -8.1710 -2.5783
H: -0.7320 -6.5694 -2.1500
H: -2.1393 -7.3120 -0.9802
H: -2.8333 -6.6445 -4.1204
H: -3.9901 -6.8637 -2.6396
H: -4.1760 -4.4761 -2.2571
H: -3.1445 -4.2544 -3.8196
H: -2.0694 -4.0781 -0.7607
H: -0.8163 -4.3933 -2.2386
H: -2.0826 -2.2768 -3.4995
H: -2.8414 -1.9060 -1.7452
H: 0.3494 -2.1021 -2.7714
H: -0.1569 -2.2855 -0.9024
H: 0.4105 0.0878 -0.9849
H: -0.7571 0.4376 -4.0588
H: 1.0569 -0.0891 -3.5729
H: 1.5541 2.0801 -2.4796
H: -0.2449 2.4901 -2.0953
H: -0.6602 3.2174 -4.6389
H: 0.9868 2.3503 -5.1302
H: 2.4418 4.1280 -3.8323
H: 0.8189 5.0671 -3.2989
H: 2.4254 5.8143 -5.6136
H: 1.4106 4.3934 -6.4788
H: 1.3516 7.7480 -8.3520
H: 1.1860 9.3431 -7.3535
H: -0.4012 8.3989 -7.8946
H: -2.3096 1.8601 0.1957
O: 3.8957 -0.4518 -1.5882
C: 3.7027 0.3204 -0.6638
C: 4.2905 0.1964 0.7093
C: 3.4323 1.1447 1.5077
C: 3.0271 2.1683 0.4796
O: 2.9455 1.4531 -0.7523
H: 5.3352 0.5184 0.6812
H: 4.2102 -0.8275 1.0815
H: 3.9459 1.5798 2.3692
H: 2.5443 0.6159 1.8748
H: 3.7697 2.9659 0.3720
H: 2.0564 2.6166 0.7107
O: 4.8722 0.3878 3.9765
C: 4.0275 -0.3083 4.5149
C: 4.3065 -1.4865 5.3983
C: 2.9644 -2.1719 5.4451
C: 2.0026 -1.0267 5.2648
O: 2.6822 -0.0921 4.4279
H: 4.6153 -1.1286 6.3844
H: 5.0722 -2.1329 4.9632
H: 2.7934 -2.7369 6.3652
H: 2.8770 -2.8662 4.6005
H: 1.7597 -0.5348 6.2126
H: 1.0739 -1.3459 4.7829
O: -4.4372 0.8466 -5.7317
C: -4.6302 1.6188 -4.8072
C: -4.0424 1.4949 -3.4342
C: -4.9006 2.4432 -2.6357
C: -5.3058 3.4668 -3.6638
O: -5.3874 2.7516 -4.8957
H: -2.9977 1.8168 -3.4622
H: -4.1226 0.4710 -3.0619
H: -4.3870 2.8783 -1.7742
H: -5.7886 1.9143 -2.2687
H: -4.5632 4.2644 -3.7715
H: -6.2765 3.9151 -3.4327
O: 0.3092 -8.9474 -0.5207
C: -0.5356 -9.6436 0.0178
C: -0.2565 -10.8217 0.9011
C: -1.5987 -11.5072 0.9479
C: -2.5605 -10.3620 0.7677
O: -1.8809 -9.4274 -0.0692
H: 0.0523 -10.4639 1.8872
H: 0.5091 -11.4682 0.4660
H: -1.7696 -12.0722 1.8681
H: -1.6860 -12.2014 0.1033
H: -2.8034 -9.8700 1.7154
H: -3.4892 -10.6812 0.2858
O: 3.2369 3.3846 8.8731
C: 3.7969 3.4204 7.7900
C: 4.2286 4.6652 7.0755
C: 4.4805 4.1570 5.6785
C: 4.8851 2.7257 5.9159
O: 4.1584 2.3158 7.0734
H: 5.1420 5.0459 7.5409
H: 3.4410 5.4220 7.0912
H: 5.2331 4.7322 5.1327
H: 3.5475 4.1882 5.1026
H: 5.9559 2.6250 6.1219
H: 4.6248 2.0824 5.0703
O: -0.8163 5.0525 3.2246
C: -1.8345 4.4358 3.4914
C: -2.0526 2.9727 3.2504
C: -3.5492 2.8492 3.3863
C: -3.8850 3.9544 4.3532
O: -2.9294 4.9825 4.0968
H: -1.5256 2.4013 4.0194
H: -1.7152 2.6829 2.2526
H: -3.8777 1.8640 3.7277
H: -4.0235 3.0472 2.4174
H: -3.7862 3.6380 5.3968
H: -4.8954 4.3423 4.1945


Entry 2:
Density functional theory data (ωB97M-V with the def2-TZVPD basis set) for a structure of composition C39H65F3N3O11S3 in a non-equilibrium geometry.

Computed properties:
LUMO level	-3.50	eV
max |F|	0.193	hartree/bohr
highest occupied orbital energy	-10.81	eV
total charge	+1
relative energy (zero: lowest compared OMol25 entry of this formula, charge and spin)	1.382	eV

Element x y z (Å)
C: -9.1472 -26.1637 -26.7782
C: -9.5765 -24.7285 -26.6325
O: -9.8184 -24.3241 -25.4833
N: -9.7916 -23.8649 -27.9321
H: -8.7748 -23.7799 -28.4019
H: -10.4929 -24.5267 -28.5420
C: -10.4796 -22.6268 -27.7064
H: -8.4358 -26.3669 -25.9838
H: -8.7332 -26.3083 -27.9248
H: -9.9372 -26.9117 -26.5164
H: -9.9414 -22.0588 -27.0935
H: -11.3852 -22.8847 -27.2703
H: -10.5993 -22.1021 -28.6348
C: -12.8635 -29.7700 -31.1777
C: -12.0185 -28.4695 -30.9485
O: -11.5237 -27.8017 -31.8327
N: -11.5611 -28.2384 -29.5592
H: -10.7073 -28.6864 -29.2638
H: -11.3573 -27.2223 -29.8050
C: -12.5022 -28.5142 -28.4312
H: -13.6369 -29.7474 -30.5518
H: -12.3304 -30.6326 -31.2099
H: -13.4672 -29.7663 -31.9456
H: -13.4243 -27.8970 -28.5365
H: -11.9952 -28.2510 -27.4866
H: -12.4928 -29.5112 -28.2023
C: -9.6004 -23.6546 -32.1313
C: -8.9666 -24.9955 -32.0909
O: -8.6776 -25.6013 -33.1031
N: -8.6326 -25.6439 -30.6976
H: -8.1156 -24.9717 -30.1362
H: -9.5433 -25.6818 -30.0801
C: -7.8459 -26.8586 -30.6833
H: -10.0581 -23.5405 -33.1106
H: -8.9494 -22.9040 -32.0009
H: -10.3571 -23.5238 -31.2696
H: -7.4419 -27.2652 -29.5270
H: -6.9271 -26.8506 -31.4592
H: -8.4482 -27.7040 -31.1050
O: -10.9411 -25.5814 -29.4721
H: -11.7499 -25.4994 -29.8469
O: -7.5023 -23.9061 -29.2370
H: -6.7900 -23.1921 -29.5108
F: -15.2908 -25.1982 -21.5211
C: -14.7291 -25.7176 -22.7227
C: -15.3562 -26.7921 -23.3968
C: -14.6586 -27.2037 -24.4560
C: -13.5279 -26.6288 -25.0648
C: -13.0074 -25.4269 -24.4744
C: -13.7156 -24.9260 -23.2020
H: -16.3995 -27.5719 -23.0423
H: -15.0339 -28.1078 -24.7294
H: -12.8829 -27.2059 -25.6854
H: -12.0655 -24.8330 -24.8682
H: -13.5009 -24.0264 -22.6966
F: -3.6386 -21.0294 -28.7259
C: -4.6610 -20.4786 -28.0590
C: -6.0018 -20.8087 -28.3818
C: -6.9708 -20.2617 -27.6221
C: -6.7718 -19.5296 -26.4851
C: -5.4430 -19.1292 -26.3056
C: -4.4596 -19.5604 -27.1217
H: -6.2018 -21.5304 -29.1025
H: -7.8415 -20.6406 -27.7293
H: -7.6361 -19.1754 -25.6512
H: -5.2107 -18.4052 -25.6749
H: -3.4576 -19.2090 -26.8843
F: -8.0019 -27.9246 -19.2877
C: -8.8121 -27.3297 -20.1464
C: -10.1169 -26.8780 -19.8636
C: -10.9939 -26.2660 -20.8086
C: -10.5278 -25.9012 -22.0089
C: -9.1933 -26.2960 -22.3196
C: -8.3779 -26.9535 -21.4931
H: -10.5858 -27.1032 -18.9148
H: -11.9810 -25.8263 -20.5782
H: -11.0921 -25.3011 -22.6381
H: -8.7949 -25.9236 -23.2151
H: -7.4584 -27.2741 -21.8026
C: -11.4930 -30.4867 -22.0057
C: -10.2520 -31.1498 -22.5823
C: -10.2980 -30.9335 -23.9860
S: -11.1300 -29.5255 -24.4365
O: -12.3537 -29.7636 -25.1934
O: -10.2247 -28.4905 -24.7030
C: -11.7014 -29.2570 -22.7248
H: -11.3286 -30.4779 -20.7850
H: -12.2744 -31.1759 -22.0897
H: -10.2674 -32.1062 -22.2492
H: -9.3665 -30.6816 -22.1075
H: -10.5938 -31.8776 -24.6175
H: -9.1862 -30.9764 -24.3662
H: -12.7032 -28.9734 -22.5373
H: -11.0835 -28.4936 -22.2526
C: -9.4578 -19.0733 -29.8993
C: -10.1213 -17.8456 -30.5242
C: -10.4321 -17.9980 -31.9102
S: -9.2735 -19.2527 -32.5004
O: -8.4809 -18.6454 -33.5560
O: -9.9804 -20.4049 -32.9608
C: -8.4421 -19.6858 -30.9323
H: -10.2838 -19.6998 -29.6045
H: -8.9795 -18.9156 -28.9622
H: -9.4028 -17.0225 -30.3749
H: -11.0521 -17.4042 -30.0147
H: -10.2747 -17.0971 -32.4050
H: -11.4347 -18.2951 -31.8463
H: -7.4926 -19.0112 -30.8532
H: -8.3340 -20.7852 -30.8722
C: -13.6892 -18.1181 -25.2312
C: -12.3771 -18.0840 -24.4413
C: -11.2133 -18.2835 -25.1869
S: -11.7160 -18.5520 -26.8557
O: -10.9767 -19.6775 -27.4217
O: -11.8544 -17.3296 -27.5927
C: -13.3278 -19.1739 -26.2912
H: -13.7835 -17.0165 -25.4613
H: -14.4446 -18.4318 -24.6814
H: -12.5746 -18.8269 -23.6118
H: -12.3840 -17.3117 -23.8072
H: -10.7558 -19.2361 -24.7639
H: -10.4051 -17.5440 -25.2760
H: -13.4879 -20.0689 -25.9751
H: -14.2078 -19.0397 -27.0787


Number 1: total energy -74233.3137 eV. Number 2: total energy -109126.5645 eV.